Record 1
The following is a DFT calculation (ωB97M-V with the def2-TZVPD basis set) of a cluster of 11 separate species, H22O11 in total in a non-equilibrium geometry.

Each line ends with the Mulliken charge.
Geometry (Å):
O: -2.423 -1.023 -0.235  -0.706
H: -2.681 -1.905 -0.242  0.307
H: -3.134 -0.732 -0.842  0.294
O: 0.054 0.368 0.240  -0.249
H: 0.356 -0.584 0.306  0.212
H: -0.821 0.280 -0.078  0.191
O: 1.626 2.588 -0.314  -0.676
H: 2.076 1.854 -0.745  0.440
H: 0.780 2.190 -0.056  0.296
O: 1.819 -2.234 -2.378  -0.654
H: 1.215 -2.294 -1.643  0.286
H: 2.356 -1.450 -2.273  0.394
O: -1.586 1.620 -1.716  -0.686
H: -0.929 0.997 -1.924  0.306
H: -2.298 1.022 -1.694  0.279
O: -3.646 -0.870 2.019  -0.680
H: -3.172 -0.856 1.148  0.495
H: -3.788 -1.774 2.290  0.277
O: -0.989 3.305 0.363  -0.634
H: -1.636 3.770 0.852  0.276
H: -1.320 2.693 -0.325  0.356
O: 0.582 -2.405 0.228  -0.554
H: 0.763 -2.927 1.004  0.225
H: -0.108 -2.875 -0.173  0.270
O: 2.935 -1.071 0.815  -0.643
H: 3.740 -1.251 0.384  0.286
H: 3.112 -0.266 1.333  0.330
O: 2.390 0.351 -1.687  -0.735
H: 2.483 -0.048 -0.771  0.320
H: 3.215 0.724 -1.892  0.309
O: -0.227 1.274 2.835  -0.664
H: -0.792 0.552 3.171  0.298
H: 0.039 0.984 1.994  0.432

The HOMO energy is -9.69 eV. The gap between HOMO and LUMO comes out at 8.85 eV. The value obtained for the molar mass is 198.2 g mol⁻¹. The calculation puts the energy above the lowest of the compared OMol25 structures with the same formula, charge and spin at 282.3 kJ/mol. Its charge is 0. As for the calculated total energy: -22878.5882 eV. The structure (SMILES) is O.O.O.O.O.O.O.O.O.O.O. Its largest force on an atom is 3.212 eV/Å.

Record 2
The following is a DFT calculation (ωB97M-V with the def2-TZVPD basis set) of a cluster of 11 separate species, H22O11 in total in a non-equilibrium geometry.

Each line ends with the Mulliken charge.
Geometry (Å):
H: 1.495 -0.217 -1.389  0.307
H: 0.566 0.673 -0.580  0.233
H: -2.761 1.137 0.118  0.284
H: -3.269 1.575 1.482  0.316
H: -1.944 -3.153 -4.736  0.289
H: -1.449 -2.219 -3.643  0.378
H: 3.357 -2.121 2.556  0.325
H: 1.977 -2.422 1.995  0.327
H: -0.316 -3.377 -0.571  0.281
H: -0.910 -2.018 -0.903  0.309
H: -3.775 -1.028 -3.075  0.300
H: -2.491 -0.288 -3.411  0.295
H: 4.636 2.004 0.175  0.322
H: 3.874 3.015 1.016  0.330
H: 0.590 2.935 1.097  0.250
H: 1.985 2.356 0.924  0.384
H: -0.593 -2.613 1.928  0.279
H: 0.092 -1.850 3.050  0.323
H: -0.616 3.768 -0.517  0.284
H: -0.802 3.017 -1.826  0.283
H: -1.130 0.545 2.624  0.274
H: -1.325 0.059 4.051  0.313
O: 1.448 0.286 -0.568  -0.557
O: -3.520 1.060 0.707  -0.607
O: -1.180 -2.626 -4.474  -0.636
O: 2.581 -2.674 2.703  -0.636
O: -0.476 -2.777 -1.308  -0.593
O: -2.848 -1.175 -3.291  -0.626
O: 4.255 2.130 1.052  -0.673
O: 1.505 3.192 0.933  -0.598
O: -0.299 -1.729 2.177  -0.568
O: -0.419 3.823 -1.459  -0.573
O: -0.696 0.519 3.484  -0.618

The HOMO energy is -10.49 eV. The gap between HOMO and LUMO comes out at 9.66 eV. The value obtained for the molar mass is 198.2 g mol⁻¹. The calculation puts the energy above the lowest of the compared OMol25 structures with the same formula, charge and spin at 280.5 kJ/mol. Its charge is 0. As for the calculated total energy: -22878.6066 eV. The structure (SMILES) is O.O.O.O.O.O.O.O.O.O.O. Its largest force on an atom is 1.265 eV/Å.

Record 3
The following is a DFT calculation (ωB97M-V with the def2-TZVPD basis set) of a cluster of 11 separate species, H22O11 in total in a non-equilibrium geometry.

Each line ends with the Mulliken charge.
Geometry (Å):
H: 0.455 -0.279 -0.334  0.344
H: -0.166 -0.850 -1.598  0.218
H: 0.839 3.067 0.448  0.339
H: 1.309 3.616 1.785  0.303
H: -2.675 -2.807 -1.535  0.301
H: -3.446 -2.180 -0.384  0.352
H: 2.111 4.308 -1.228  0.301
H: 2.773 3.403 -0.201  0.360
H: -4.531 0.936 -0.404  0.339
H: -4.132 1.937 -1.476  0.315
H: -3.361 0.171 1.576  0.267
H: -3.697 -1.311 1.592  0.377
H: -1.274 -1.305 2.314  0.309
H: -2.077 -1.675 1.077  0.358
H: -1.201 2.479 -0.910  0.264
H: -2.439 1.630 -0.670  0.177
H: 3.803 -1.906 2.337  0.316
H: 5.067 -1.937 1.494  0.317
H: 1.663 -2.517 -0.751  0.242
H: 2.411 -1.363 -0.104  0.254
H: 4.489 -1.780 -0.830  0.295
H: 5.458 -1.926 -1.992  0.292
O: -0.386 -0.360 -0.798  -0.531
O: 1.342 2.826 1.234  -0.658
O: -3.566 -2.556 -1.264  -0.657
O: 2.421 4.293 -0.315  -0.660
O: -4.642 1.858 -0.662  -0.679
O: -3.489 -0.586 0.993  -0.621
O: -1.895 -1.962 1.979  -0.695
O: -1.478 1.607 -0.606  -0.397
O: 4.206 -1.509 1.556  -0.630
O: 1.575 -1.582 -0.531  -0.527
O: 4.533 -1.740 -1.792  -0.587

The HOMO energy is -9.42 eV. The gap between HOMO and LUMO comes out at 9.39 eV. The value obtained for the molar mass is 198.2 g mol⁻¹. The calculation puts the energy above the lowest of the compared OMol25 structures with the same formula, charge and spin at 390.1 kJ/mol. Its charge is 0. As for the calculated total energy: -22877.4707 eV. The structure (SMILES) is O.O.O.O.O.O.O.O.O.O.O. Its largest force on an atom is 2.161 eV/Å.

Record 4
The following is a DFT calculation (ωB97M-V with the def2-TZVPD basis set) of a cluster of 11 separate species, H23O11 in total in a non-equilibrium geometry.

Each line ends with the Mulliken charge.
Geometry (Å):
O: -0.546 -0.523 0.019  -0.073
H: -1.495 -0.660 0.054  0.508
H: -0.202 0.135 0.627  0.403
H: -0.296 -0.232 -0.861  0.256
O: -0.628 0.531 -2.431  -0.530
H: -0.316 -0.095 -3.084  0.234
H: -0.764 1.342 -2.921  0.283
O: -0.061 -2.863 -1.868  -0.619
H: 0.874 -2.947 -1.680  0.395
H: -0.096 -2.457 -2.734  0.254
O: -3.166 -1.066 -0.219  -0.555
H: -3.410 -1.938 0.090  0.273
H: -3.878 -0.812 -0.807  0.266
O: 2.070 2.935 0.892  -0.605
H: 2.127 3.465 1.687  0.283
H: 1.299 2.384 1.024  0.296
O: -0.551 2.595 -0.348  -0.525
H: -1.412 2.495 -0.754  0.263
H: -0.628 3.386 0.185  0.269
O: -2.491 1.349 1.735  -0.519
H: -2.867 1.963 2.365  0.276
H: -3.237 0.839 1.420  0.271
O: 2.373 -2.226 -0.962  -0.771
H: 1.985 -2.370 -0.099  0.393
H: 2.421 -1.274 -1.048  0.441
O: 1.403 -2.455 1.811  -0.642
H: 1.366 -3.403 1.686  0.320
H: 0.543 -2.225 2.162  0.282
O: 0.675 0.689 1.990  -0.586
H: 0.277 0.918 2.830  0.242
H: 1.587 0.490 2.203  0.298
O: 2.257 0.307 -1.073  -0.687
H: 1.760 1.098 -1.282  0.314
H: 3.030 0.625 -0.606  0.292

The HOMO energy is -13.21 eV. The gap between HOMO and LUMO comes out at 10.14 eV. The value obtained for the molar mass is 199.2 g mol⁻¹. The calculation puts the energy above the lowest of the compared OMol25 structures with the same formula, charge and spin at 218.9 kJ/mol. Its charge is +1. As for the calculated total energy: -22890.1856 eV. Its largest force on an atom is 1.958 eV/Å.

Record 5
The following is a DFT calculation (ωB97M-V with the def2-TZVPD basis set) of a cluster of 12 separate species, H24O12 in total in a non-equilibrium geometry.

Each line ends with the Mulliken charge.
Geometry (Å):
O: 4.480 -0.232 1.066  -0.636
H: 3.570 -0.066 1.362  0.405
H: 4.895 -0.709 1.790  0.289
O: -2.599 -0.823 -0.417  -0.547
H: -2.042 -1.465 -0.881  0.320
H: -3.494 -1.058 -0.679  0.234
O: -2.210 2.186 -0.361  -0.641
H: -2.669 2.630 0.358  0.287
H: -2.209 1.250 -0.092  0.296
O: 1.886 0.298 2.250  -0.706
H: 1.966 0.352 3.207  0.270
H: 1.296 1.040 1.969  0.321
O: 0.715 2.775 -0.821  -0.710
H: 1.089 1.894 -0.941  0.293
H: -0.141 2.730 -1.265  0.357
O: 2.059 -0.646 -2.708  -0.645
H: 1.513 -0.674 -1.913  0.358
H: 1.549 -1.123 -3.371  0.328
O: -1.276 0.531 -2.629  -0.632
H: -0.849 0.137 -1.862  0.156
H: -1.943 1.115 -2.244  0.391
O: -1.401 -3.292 -2.041  -0.642
H: -0.603 -3.369 -1.501  0.361
H: -1.971 -4.024 -1.784  0.309
O: 0.459 2.578 1.513  -0.635
H: 0.443 3.299 2.152  0.241
H: 0.677 2.983 0.650  0.392
O: -1.735 0.964 2.459  -0.644
H: -1.230 0.185 2.202  0.278
H: -1.277 1.689 2.009  0.349
O: 0.223 -0.254 -0.082  0.011
H: 0.973 -0.081 0.490  0.095
H: 0.040 -1.205 0.015  0.216
O: 0.052 -3.010 0.380  -0.665
H: -0.552 -3.759 0.427  0.307
H: 0.319 -2.846 1.294  0.240

The HOMO energy is -10.65 eV. The gap between HOMO and LUMO comes out at 10.30 eV. The value obtained for the molar mass is 216.2 g mol⁻¹. The calculation puts the energy above the lowest of the compared OMol25 structures with the same formula, charge and spin at 126.7 kJ/mol. Its charge is 0. As for the calculated total energy: -24960.3810 eV. The structure (SMILES) is O.O.O.O.O.O.O.O.O.O.O.O. Its largest force on an atom is 2.032 eV/Å.

Record 6
The following is a DFT calculation (ωB97M-V with the def2-TZVPD basis set) of a cluster of 12 separate species, H24O12 in total in a non-equilibrium geometry.

Each line ends with the Mulliken charge.
Geometry (Å):
O: 6.529 5.183 6.919  -0.643
H: 5.946 5.351 7.606  0.258
H: 6.290 4.388 6.338  0.355
O: 10.801 0.654 7.900  -0.682
H: 10.604 1.451 7.378  0.295
H: 11.596 0.284 7.449  0.291
O: 10.003 1.451 10.448  -0.704
H: 9.374 2.217 10.326  0.377
H: 10.464 1.131 9.513  0.438
O: 8.041 3.929 4.572  -0.517
H: 8.747 4.695 4.538  0.305
H: 7.548 3.917 3.873  0.235
O: 8.659 2.829 7.418  0.099
H: 8.220 3.079 6.635  0.004
H: 8.559 3.472 8.032  0.085
O: 8.109 -0.203 7.089  -0.616
H: 7.624 -0.449 7.889  0.306
H: 8.625 0.537 7.465  0.268
O: 11.636 4.808 7.829  -0.632
H: 11.474 4.606 8.749  0.281
H: 10.878 5.226 7.395  0.384
O: 6.477 0.805 4.793  -0.703
H: 7.430 0.822 4.893  0.304
H: 6.176 0.004 5.190  0.308
O: 5.937 2.092 9.281  -0.672
H: 6.761 2.433 9.589  0.373
H: 5.830 2.269 8.272  0.384
O: 5.305 2.678 6.507  -0.683
H: 5.965 2.300 5.957  0.423
H: 4.405 2.408 6.049  0.292
O: 8.169 3.612 10.344  -0.432
H: 8.579 4.290 10.140  0.137
H: 7.737 3.935 10.991  0.165
O: 9.148 6.052 7.024  -0.673
H: 9.143 6.548 7.843  0.270
H: 8.259 5.586 6.803  0.318

The HOMO energy is -9.86 eV. The gap between HOMO and LUMO comes out at 9.71 eV. The value obtained for the molar mass is 216.2 g mol⁻¹. The calculation puts the energy above the lowest of the compared OMol25 structures with the same formula, charge and spin at 393.6 kJ/mol. Its charge is 0. As for the calculated total energy: -24957.6152 eV. The structure (SMILES) is O.O.O.O.O.O.O.O.O.O.O.O. Its largest force on an atom is 12.919 eV/Å.